[1]
The following is a DFT calculation (the ωB97M-V functional and the def2-TZVPD basis) of a cluster of 2 separate species, C7H16N2O3S in total.

CARTESIAN COORDINATES (ANGSTROEM)
C (-0.25, -0.04, -0.45)
C (-2.24, 1.18, -1.42)
C (0.32, -2.31, -1.32)
C (-1.09, 1.92, 1.30)
C (-0.26, -1.73, 2.23)
C (-1.73, 0.29, -0.36)
C (0.21, -1.49, 0.00)
N (0.42, 0.93, -0.93)
N (4.28, 2.07, -0.69)
O (3.39, -0.17, -0.20)
O (-2.02, 0.91, 0.98)
O (-0.59, -2.12, 0.94)
S (3.60, 0.82, -1.21)
H (-1.88, 0.95, -2.47)
H (-1.77, 2.23, -1.24)
H (-3.34, 1.33, -1.33)
H (0.76, -3.24, -1.19)
H (0.94, -1.79, -2.05)
H (-0.67, -2.36, -1.74)
H (-0.10, 1.52, 1.14)
H (-1.32, 2.28, 2.27)
H (-1.07, 2.87, 0.75)
H (0.83, -1.94, 2.38)
H (-0.99, -2.21, 2.88)
H (-0.11, -0.64, 2.42)
H (-2.28, -0.72, -0.31)
H (1.16, -1.23, 0.49)
H (4.40, 1.96, 0.35)
H (1.39, 0.76, -1.21)

Frontier orbital gap in eV: 8.161
Spin multiplicity: 1
ΔE to the lowest compared entry with this formula, charge and spin in kJ/mol: 352.2
Maximum force in Eh/bohr: 0.060
Energy in eV: -27472.541
HOMO in eV: -9.180

[2]
The following is a DFT calculation (the ωB97M-V functional and the def2-TZVPD basis) of an isolated molecule of C7H16N2O3S.

CARTESIAN COORDINATES (ANGSTROEM)
C (-0.89, 2.14, 1.26)
C (0.96, -2.00, 1.16)
C (1.94, -1.16, -1.02)
C (-0.57, -1.67, -0.74)
C (-0.62, 2.09, -2.03)
C (0.44, 0.36, 0.29)
C (0.65, -1.09, -0.10)
N (-1.37, 2.13, 2.64)
N (-0.46, 0.74, 1.12)
O (-0.08, 4.14, -0.59)
O (-2.34, 4.09, -1.48)
O (-1.86, 2.43, 0.36)
S (-1.20, 3.33, -1.05)
H (0.01, 2.66, 1.16)
H (1.95, -1.62, 1.58)
H (0.13, -1.98, 1.90)
H (1.14, -3.06, 0.82)
H (2.86, -0.79, -0.62)
H (2.00, -2.15, -1.39)
H (1.52, -0.48, -1.79)
H (-1.03, -0.92, -1.50)
H (-0.21, -2.35, -1.54)
H (-1.10, -2.13, 0.01)
H (-1.37, 1.72, -2.68)
H (0.30, 2.30, -2.59)
H (0.70, 1.18, -0.40)
H (-2.16, 2.79, 2.65)
H (-0.75, 2.61, 3.27)
H (-0.94, 0.23, 1.90)

Frontier orbital gap in eV: 6.898
Spin multiplicity: 1
ΔE to the lowest compared entry with this formula, charge and spin in kJ/mol: 385.7
Maximum force in Eh/bohr: 0.106
Energy in eV: -27472.194
HOMO in eV: -7.510

[3]
The following is a DFT calculation (the ωB97M-V functional and the def2-TZVPD basis) of a cluster of 2 separate species, C7H16N2O4S in total.

CARTESIAN COORDINATES (ANGSTROEM)
C (-1.84, 0.38, 0.30)
C (-1.22, 3.14, 1.79)
C (-1.07, 1.91, 3.84)
C (1.33, -3.20, -1.58)
C (1.74, -2.65, -3.95)
C (-1.76, 1.79, 2.46)
C (-1.13, 0.62, 1.65)
N (1.30, -2.28, -2.67)
N (-0.04, 0.03, 1.84)
O (-1.07, -0.19, -0.63)
O (-2.86, 0.94, -0.01)
O (1.54, -0.70, -0.79)
O (0.55, 0.07, -2.88)
S (1.81, -0.71, -2.23)
H (-1.88, 3.98, 2.16)
H (-0.18, 3.21, 1.88)
H (-1.49, 3.05, 0.78)
H (-1.24, 0.93, 4.24)
H (-1.61, 2.66, 4.32)
H (-0.08, 2.09, 3.84)
H (2.26, -3.64, -1.48)
H (1.17, -2.76, -0.60)
H (0.65, -4.02, -1.95)
H (2.59, -3.32, -4.06)
H (1.06, -3.22, -4.48)
H (2.03, -1.63, -4.44)
H (-2.85, 1.68, 2.20)
H (0.46, 0.37, 2.65)
H (-0.21, 0.06, -2.29)
H (-0.33, -0.55, -0.13)

Frontier orbital gap in eV: 9.435
Spin multiplicity: 1
ΔE to the lowest compared entry with this formula, charge and spin in kJ/mol: 112.7
Maximum force in Eh/bohr: 0.105
Energy in eV: -29521.466
HOMO in eV: -8.976

[4]
The following is a DFT calculation (the ωB97M-V functional and the def2-TZVPD basis) of the ion C7H16N3 with charge +1.

CARTESIAN COORDINATES (ANGSTROEM)
C (-2.51, 1.37, 0.53)
C (-2.04, 0.19, -0.33)
C (-2.54, -1.27, -0.01)
N (-0.50, 0.10, -0.30)
C (0.26, 0.92, -1.06)
C (1.59, 0.90, -0.93)
N (2.38, 0.09, 0.02)
C (3.50, 0.74, 0.63)
C (2.21, -1.20, 0.27)
N (1.42, -1.93, -0.52)
H (-3.51, 1.44, 0.39)
H (-2.05, 1.37, 1.51)
H (-2.27, 2.33, 0.10)
H (-2.38, 0.16, -1.36)
H (-1.86, -1.97, -0.48)
H (-3.48, -1.39, -0.53)
H (-2.76, -1.63, 0.99)
H (-0.16, -0.13, 0.60)
H (-0.19, 1.43, -1.89)
H (2.31, 1.46, -1.46)
H (4.26, 1.18, -0.09)
H (3.23, 1.57, 1.29)
H (4.03, -0.01, 1.29)
H (2.67, -1.70, 1.07)
H (1.31, -2.92, -0.29)
H (0.68, -1.30, -0.91)

Frontier orbital gap in eV: 9.147
Spin multiplicity: 1
ΔE to the lowest compared entry with this formula, charge and spin in kJ/mol: 210.3
SMILES string: CC(C)N/C=C\N(C)C=[NH2+]
Maximum force in Eh/bohr: 0.066
Total charge: +1
Energy in eV: -11981.219
HOMO in eV: -12.451

[5]
The following is a DFT calculation (the ωB97M-V functional and the def2-TZVPD basis) of a cluster of 2 separate species, C7H16N3O3S in total.

CARTESIAN COORDINATES (ANGSTROEM)
C (4.18, 0.39, 1.99)
C (3.10, 1.30, 1.14)
S (2.22, 2.51, 2.26)
C (0.35, 2.41, 2.03)
N (-0.25, 1.07, 2.37)
C (-0.20, -0.07, 1.61)
N (-0.10, -0.15, 0.10)
N (-0.31, -1.41, 2.38)
H (5.23, 0.94, 2.00)
H (4.28, -0.64, 1.44)
H (3.86, 0.27, 3.11)
H (3.71, 1.89, 0.31)
H (2.40, 0.55, 0.56)
H (-0.10, 3.20, 2.81)
H (0.03, 2.83, 0.97)
H (-0.83, 1.00, 3.27)
H (0.62, -0.84, -0.21)
H (0.01, 0.79, -0.35)
H (-0.54, -2.14, 1.66)
H (0.62, -1.63, 2.82)
C (-2.80, -1.83, -2.47)
C (-2.57, -0.39, -2.79)
O (-2.49, -0.39, -4.21)
C (-3.17, -1.49, -4.64)
O (-3.45, -1.72, -5.81)
O (-3.48, -2.32, -3.60)
H (-3.40, -1.96, -1.56)
H (-1.86, -2.39, -2.35)
H (-3.40, 0.24, -2.48)
H (-1.64, -0.01, -2.35)

Frontier orbital gap in eV: 8.076
Spin multiplicity: 1
ΔE to the lowest compared entry with this formula, charge and spin in kJ/mol: 72.1
Maximum force in Eh/bohr: 0.087
Total charge: +1
Energy in eV: -28957.353
HOMO in eV: -12.937

[6]
The following is a DFT calculation (the ωB97M-V functional and the def2-TZVPD basis) of the ion C7H16N4O2P with charge +1.

CARTESIAN COORDINATES (ANGSTROEM)
C (1.68, 2.25, -0.81)
C (1.87, 0.77, -1.17)
C (3.28, 0.33, -0.68)
C (0.70, -0.17, -0.61)
O (-0.39, -0.08, -1.09)
N (1.06, -1.04, 0.37)
C (0.15, -2.08, 0.92)
C (-0.53, -1.69, 2.16)
C (-1.49, -0.66, 1.92)
O (-1.50, 0.34, 2.54)
N (-2.39, -0.99, 0.93)
P (-2.83, 0.04, -0.10)
N (-2.93, 1.64, -0.02)
N (-3.36, -0.45, -1.51)
H (0.63, 2.32, -0.77)
H (2.06, 2.30, 0.22)
H (2.26, 2.82, -1.52)
H (1.90, 0.68, -2.32)
H (3.37, 0.76, 0.34)
H (3.91, 0.91, -1.31)
H (3.65, -0.64, -0.87)
H (1.92, -1.02, 0.85)
H (0.77, -2.99, 1.11)
H (-0.56, -2.38, 0.00)
H (-1.01, -2.64, 2.59)
H (0.22, -1.43, 2.98)
H (-3.09, 2.04, 0.96)
H (-2.95, 2.16, -0.90)
H (-3.45, 0.17, -2.31)
H (-2.94, -1.26, -1.90)

Frontier orbital gap in eV: 9.593
Spin multiplicity: 1
ΔE to the lowest compared entry with this formula, charge and spin in kJ/mol: 101.9
SMILES string: CC(C)C(=O)NCCC(=O)N=P(N)=[NH2+]
Maximum force in Eh/bohr: 0.088
Total charge: +1
Energy in eV: -26856.307
HOMO in eV: -13.259

[7]
The following is a DFT calculation (the ωB97M-V functional and the def2-TZVPD basis) of an isolated molecule of C7H16NO3P.

CARTESIAN COORDINATES (ANGSTROEM)
C (-0.89, 1.46, 0.72)
N (-1.25, 0.26, -0.05)
C (-2.30, 0.63, -1.01)
C (-1.76, -0.78, 0.86)
C (-0.10, -0.26, -0.83)
C (1.16, -0.80, -0.05)
O (1.09, -0.63, 1.33)
P (1.29, -2.68, -0.34)
C (2.37, -0.07, -0.62)
C (2.10, 1.42, -0.18)
O (2.24, 1.60, 1.05)
O (1.61, 2.18, -1.02)
H (-0.23, 1.20, 1.55)
H (-0.34, 2.16, 0.09)
H (-1.78, 1.94, 1.11)
H (-2.59, -0.22, -1.62)
H (-3.18, 1.00, -0.48)
H (-1.93, 1.42, -1.66)
H (-2.06, -1.66, 0.29)
H (-0.97, -1.06, 1.56)
H (-2.62, -0.40, 1.41)
H (0.25, 0.56, -1.46)
H (-0.47, -1.07, -1.47)
H (1.64, 0.21, 1.52)
H (0.53, -3.01, 0.78)
H (2.47, -2.80, 0.38)
H (3.29, -0.43, -0.15)
H (2.43, -0.17, -1.70)

Frontier orbital gap in eV: 8.603
Spin multiplicity: 1
ΔE to the lowest compared entry with this formula, charge and spin in kJ/mol: 233.8
SMILES string: C[N+](C)(C)C[C@@](O)(P)CC(=O)[O-]
Maximum force in Eh/bohr: 0.024
Energy in eV: -24438.261
HOMO in eV: -8.403

[8]
The following is a DFT calculation (the ωB97M-V functional and the def2-TZVPD basis) of an isolated molecule of C7H16NO3PS.

CARTESIAN COORDINATES (ANGSTROEM)
H (3.19, 2.06, 0.20)
N (2.37, 1.74, -0.35)
C (2.24, 0.48, -0.39)
C (0.99, -0.15, -1.08)
P (-0.31, -0.29, 0.23)
O (0.10, -1.27, 1.27)
O (-0.71, 1.12, 0.79)
C (-1.78, 1.91, 0.25)
C (-1.41, 2.67, -1.05)
O (-1.67, -0.66, -0.51)
C (-2.11, -1.99, -0.73)
C (-2.56, -2.71, 0.50)
S (3.07, -0.84, 0.38)
C (4.28, -0.10, 1.53)
H (0.89, 0.33, -2.08)
H (1.00, -1.19, -1.35)
H (-2.63, 1.27, 0.12)
H (-2.12, 2.48, 1.00)
H (-0.50, 1.99, -1.39)
H (-2.22, 2.67, -1.76)
H (-1.20, 3.71, -0.88)
H (-3.00, -1.88, -1.34)
H (-1.21, -2.54, -1.21)
H (-1.69, -3.16, 1.16)
H (-3.17, -2.14, 1.17)
H (-3.19, -3.52, 0.32)
H (4.86, 0.63, 0.96)
H (4.79, -0.98, 1.89)
H (3.70, 0.34, 2.34)

Frontier orbital gap in eV: 9.564
Spin multiplicity: 1
ΔE to the lowest compared entry with this formula, charge and spin in kJ/mol: 0.0
SMILES string: [H]/N=C(/CP(=O)(OCC)OCC)SC
Maximum force in Eh/bohr: 0.077
Energy in eV: -35275.576
HOMO in eV: -8.781

[9]
The following is a DFT calculation (the ωB97M-V functional and the def2-TZVPD basis) of an isolated molecule of C7H16NO4P.

CARTESIAN COORDINATES (ANGSTROEM)
C (0.05, 1.97, -2.52)
C (-0.07, 2.68, -1.13)
O (1.05, 2.36, -0.20)
P (0.89, 1.15, 0.72)
O (2.07, 0.62, 1.28)
O (-0.29, 1.66, 1.70)
C (-0.76, 0.63, 2.61)
C (0.01, 0.74, 3.91)
O (0.04, 0.03, -0.11)
N (0.63, -0.84, -1.06)
C (0.08, -1.95, -1.23)
C (0.91, -2.89, -2.13)
C (-1.15, -2.58, -0.72)
H (0.12, 0.95, -2.39)
H (-0.84, 2.16, -3.23)
H (0.91, 2.33, -3.08)
H (-0.89, 2.40, -0.53)
H (-0.10, 3.79, -1.16)
H (-1.81, 0.86, 2.61)
H (-0.55, -0.49, 2.22)
H (1.12, 0.78, 3.76)
H (-0.15, 1.68, 4.32)
H (-0.32, 0.03, 4.71)
H (1.77, -2.38, -2.47)
H (0.30, -3.50, -2.72)
H (1.24, -3.66, -1.47)
H (-1.21, -2.44, 0.32)
H (-1.99, -2.46, -1.26)
H (-1.03, -3.64, -0.75)

Frontier orbital gap in eV: 10.822
Spin multiplicity: 1
ΔE to the lowest compared entry with this formula, charge and spin in kJ/mol: 175.9
SMILES string: CCOP(=O)(OCC)ON=C(C)C
Maximum force in Eh/bohr: 0.070
Energy in eV: -26487.041
HOMO in eV: -10.061

[10]
The following is a DFT calculation (the ωB97M-V functional and the def2-TZVPD basis) of a cluster of 3 separate species, C7H16O2S in total.

CARTESIAN COORDINATES (ANGSTROEM)
C (-1.42, -1.51, -0.05)
C (-1.53, 0.03, -0.09)
C (-2.61, 0.59, 0.88)
C (-1.84, 0.55, -1.57)
C (-0.04, 0.54, 0.14)
O (0.67, 0.81, -0.79)
O (0.33, 0.83, 1.40)
H (-2.14, -1.95, -0.77)
H (-1.83, -1.84, 0.85)
H (-0.41, -1.85, -0.26)
H (-3.67, 0.44, 0.65)
H (-2.46, 0.07, 1.84)
H (-2.45, 1.64, 1.04)
H (-1.80, 1.61, -1.66)
H (-1.06, 0.05, -2.20)
H (-2.79, 0.18, -1.94)
H (-0.39, 1.05, 2.09)
C (3.29, -1.39, 1.18)
C (3.07, -2.01, 0.07)
H (3.60, -0.34, 1.02)
H (2.97, -1.95, 2.03)
H (3.26, -1.45, -0.75)
H (2.66, -3.02, 0.13)
S (2.78, 3.29, -1.18)
H (2.42, 2.04, -1.14)
H (1.38, 3.59, -0.93)

Frontier orbital gap in eV: 9.529
Spin multiplicity: 1
ΔE to the lowest compared entry with this formula, charge and spin in kJ/mol: 35.4
SMILES string: CC(C)(C)C(=O)O.C=C.S
Maximum force in Eh/bohr: 0.064
Energy in eV: -22446.721
HOMO in eV: -9.130

[11]
The following is a DFT calculation (the ωB97M-V functional and the def2-TZVPD basis) of an isolated molecule of C7H16O2Si.

CARTESIAN COORDINATES (ANGSTROEM)
C (-1.59, 1.14, 2.32)
C (-1.92, -0.28, 2.39)
O (-1.63, -0.86, 1.08)
C (-0.37, -1.24, 0.96)
O (0.39, -1.36, 1.89)
C (0.07, -1.69, -0.39)
Si (0.73, -0.12, -1.23)
C (-0.46, 1.40, -1.00)
C (2.37, 0.40, -0.46)
C (1.14, -0.55, -2.99)
H (-1.96, 1.56, 3.26)
H (-0.51, 1.25, 2.36)
H (-1.95, 1.71, 1.39)
H (-1.28, -0.78, 3.15)
H (-3.05, -0.47, 2.46)
H (-0.65, -2.33, -0.84)
H (0.98, -2.39, -0.25)
H (-0.57, 1.83, 0.01)
H (-0.14, 2.15, -1.62)
H (-1.45, 1.02, -1.24)
H (3.02, -0.42, -0.07)
H (2.87, 0.57, -1.40)
H (2.47, 1.37, 0.07)
H (0.57, 0.07, -3.62)
H (2.22, -0.50, -3.19)
H (0.69, -1.50, -3.02)

Frontier orbital gap in eV: 10.690
Spin multiplicity: 1
ΔE to the lowest compared entry with this formula, charge and spin in kJ/mol: 143.4
SMILES string: CCOC(=O)C[Si](C)(C)C
Maximum force in Eh/bohr: 0.068
Energy in eV: -19491.197
HOMO in eV: -9.808

[12]
The following is a DFT calculation (the ωB97M-V functional and the def2-TZVPD basis) of a cluster of 3 separate species, C7H16O3 in total.

CARTESIAN COORDINATES (ANGSTROEM)
C (-0.35, -1.76, -1.12)
C (0.47, -1.41, -0.17)
C (1.95, -1.52, -0.17)
C (-0.22, -1.03, 1.13)
C (-1.38, -0.07, 1.21)
C (-1.03, 1.38, 1.41)
C (0.19, 2.02, 0.57)
O (0.04, 3.12, 0.09)
H (-0.19, -1.92, -2.17)
H (-1.42, -1.70, -0.97)
H (2.47, -1.78, -1.06)
H (2.46, -0.55, 0.16)
H (2.32, -2.30, 0.55)
H (-0.33, -1.97, 1.67)
H (0.52, -0.53, 1.91)
H (-2.11, -0.38, 0.44)
H (-2.04, -0.49, 1.97)
H (-1.98, 1.87, 1.39)
H (-0.64, 1.58, 2.48)
H (1.15, 1.45, 0.69)
O (1.91, 0.86, -1.89)
H (1.01, 1.22, -1.76)
H (1.90, -0.05, -2.25)
O (-1.60, 1.32, -1.74)
H (-1.62, 0.54, -1.22)
H (-1.50, 2.09, -1.13)

Frontier orbital gap in eV: 10.362
Spin multiplicity: 1
ΔE to the lowest compared entry with this formula, charge and spin in kJ/mol: 264.0
SMILES string: C=C(C)CCCC=O.O.O
Maximum force in Eh/bohr: 0.090
Energy in eV: -13658.550
HOMO in eV: -9.792